Computed, not measured: C16H40ClO2P2RuSi2 as an isolated structure, with the ωB97M-V functional and the def2-TZVPD basis.

Each line ends with the Löwdin charge.
Geometry (Å):
C  -5.5163  2.4061  -2.7478  -0.0633
C  -4.0837  2.1893  -2.3561  -0.7908
H  -5.8438  1.5877  -3.3914  0.0959
H  -5.6083  3.3653  -3.2653  0.0963
H  -6.1332  2.4590  -1.8461  0.0936
O  -3.3621  1.2948  -2.6585  0.0277
Cl  -3.4816  3.5394  -1.2740  0.5729
Ru  0.0000  0.0000  0.0000  0.9458
P  1.1296  1.1696  -1.6518  0.6921
C  2.1726  0.2107  -2.8135  -0.2331
C  0.0278  2.1265  -2.7591  -0.2397
H  0.6061  2.7283  -3.4687  0.0711
H  2.7203  3.0263  -1.8144  0.0786
H  -0.5960  2.7744  -2.1380  0.0249
H  1.7101  3.0973  -0.3339  0.0610
H  1.5529  -0.5238  -3.3351  0.0626
H  -0.6206  1.4365  -3.3055  0.0483
C  2.2756  2.4420  -1.0015  -0.2413
H  2.6521  0.8683  -3.5461  0.0764
H  3.0659  1.9539  -0.4250  -0.0258
H  2.9402  -0.3279  -2.2512  0.0056
P  -1.2364  -0.9113  1.7359  0.6818
C  -1.1659  -2.7269  1.9714  -0.2389
C  -0.7903  -0.2500  3.3848  -0.2422
H  -3.1637  0.5153  1.5343  0.0485
H  -3.5646  -0.9425  2.4996  0.0687
H  -3.4314  -1.0390  0.7182  0.0540
C  -3.0317  -0.5665  1.6194  -0.2416
H  -0.8606  0.8400  3.3424  0.0575
H  -1.4575  -0.6404  4.1611  0.0768
H  -1.7863  -3.0380  2.8181  0.0779
H  -0.1301  -3.0290  2.1494  -0.0166
H  0.2423  -0.5248  3.6155  -0.0067
H  -1.5152  -3.2240  1.0625  0.0646
C  0.6474  -1.6138  -0.5397  -0.4077
O  1.0640  -2.6511  -0.8867  0.1332
C  4.0900  -2.2470  3.3006  -0.2047
Si  2.4060  -2.1291  2.4310  0.5177
C  2.3160  -3.7876  1.4939  -0.1841
C  1.5232  -2.4748  4.0939  -0.1968
C  2.1444  -0.4589  1.2571  -0.3044
Si  4.0189  -0.2983  0.4682  0.5481
C  4.6701  -1.9559  -0.1610  -0.1686
C  5.0316  0.7465  -0.8054  -0.1984
C  4.9994  0.4930  1.8797  -0.1291
H  4.1712  -3.2362  3.7945  0.0661
H  4.1471  -1.4928  4.1099  0.0506
H  4.9708  -2.1583  2.6461  0.0260
H  2.6107  -4.5919  2.1980  0.0675
H  1.3197  -4.0547  1.1112  0.0174
H  2.9805  -3.8496  0.6229  0.0213
H  1.7590  -1.6578  4.8093  0.0575
H  0.4358  -2.6270  4.0991  0.0126
H  1.9383  -3.4107  4.5229  0.0681
H  2.1257  0.3899  1.9711  -0.0052
H  4.0354  -2.3080  -0.9987  0.0520
H  5.7070  -1.8414  -0.5341  0.0662
H  4.7435  -2.7275  0.6129  0.0195
H  5.1088  1.8230  -0.5482  0.0518
H  6.0859  0.4015  -0.7677  0.0658
H  4.7292  0.6469  -1.8577  0.0344
H  4.7134  1.5636  1.9243  0.0680
H  4.7997  0.1073  2.8806  0.0220
H  6.0898  0.4259  1.6842  0.0906

**Charge**: +2
**Multiplicity**: 6
**Frontier orbital gap (alpha / beta)**: 0.3046 / 0.1612 hartree
**F_max**: 9.9 eV Å⁻¹
**⟨S²⟩**: 8.775
**Energy**: -70753.4181 eV
**Lowest unoccupied orbital energy (alpha / beta)**: -0.22006 / -0.40660 Ha



Computed, not measured: C16H40GeN5O2Re as an isolated structure, with the ωB97M-V functional and the def2-TZVPD basis.

Each line ends with the Löwdin charge.
Geometry (Å):
Re  -0.0933  -0.0677  -0.2351  1.2429
N  2.1518  -3.3357  1.0181  0.2466
C  0.7883  -2.8230  1.4535  -0.3419
C  0.8578  -2.2276  2.8433  -0.0979
C  -0.4304  -1.4334  3.0691  -0.3172
N  -0.4368  -0.1891  2.2123  -0.0054
C  -1.6586  -2.3128  2.8260  -0.1009
C  -1.6461  -3.0743  1.4978  -0.3432
N  -1.8004  -2.1074  0.3927  0.0149
C  -0.3125  -3.8392  1.3174  -0.0918
H  2.7449  -2.5069  0.9323  0.1513
H  2.0941  -3.7690  0.0973  0.1722
H  2.5781  -3.9946  1.6686  0.1735
H  0.6429  -2.0061  0.7691  0.0329
H  1.7278  -1.5624  2.9353  0.1288
H  0.9233  -3.0249  3.5949  0.1365
H  -0.4398  -1.1231  4.1119  0.1457
H  0.3415  0.3961  2.5225  0.0657
H  -1.2684  0.3652  2.4372  0.0525
H  -2.5706  -1.7080  2.9003  0.1301
H  -1.7157  -3.0445  3.6348  0.1291
H  -2.4481  -3.8197  1.5096  0.1433
H  -2.6895  -1.6356  0.4699  0.0859
H  -1.7219  -2.4997  -0.5436  0.0738
H  -0.3006  -4.3375  0.3422  0.1282
H  -0.2167  -4.6154  2.0876  0.1336
N  -3.4109  3.3229  -0.9250  0.0181
C  -3.0422  3.5143  0.4762  -0.1333
C  -2.4867  2.2254  1.0522  -0.5159
O  -2.2882  2.0063  2.2215  0.0857
O  -2.2417  1.3102  0.1076  -0.0394
H  -4.4083  3.1647  -1.0428  0.1043
H  -2.5391  1.7478  -0.7496  0.0936
H  -3.1249  4.0926  -1.5128  0.0973
H  -3.8579  3.8490  1.1165  0.1337
H  -2.2461  4.2608  0.5524  0.1417
C  2.0096  2.5656  2.0083  -0.2494
Ge  2.6470  1.9114  0.2901  0.6699
C  2.0497  3.2539  -1.0069  -0.2444
C  4.5983  1.9765  0.3647  -0.2317
C  1.7935  0.1565  -0.1451  -0.5379
H  2.3311  3.6045  2.1619  0.0292
H  2.4109  1.9691  2.8293  0.0133
H  0.9158  2.5581  2.0688  -0.0032
H  2.3318  4.2756  -0.7102  0.0223
H  0.9492  3.2102  -1.0696  -0.0043
H  2.4590  3.0763  -2.0117  0.0211
H  4.8918  3.0203  0.4447  0.0199
H  5.0473  1.5626  -0.5430  0.0187
H  4.9712  1.4408  1.2292  0.0077
H  2.4116  -0.4637  -0.7992  -0.0777
C  0.8251  -0.7616  -3.8140  -0.0743
C  -0.5459  -0.2868  -3.3308  -0.7162
C  -0.7176  1.1924  -3.6264  -0.0751
C  -1.6405  -1.0911  -4.0631  -0.0702
N  -0.6189  -0.5299  -1.8488  -0.2592
H  0.9644  -0.5684  -4.8862  0.0881
H  0.9139  -1.8348  -3.6298  0.0708
H  1.6261  -0.2668  -3.2566  0.0628
H  -0.6240  1.4089  -4.6917  0.0839
H  0.0334  1.7838  -3.0983  0.0609
H  -1.7212  1.5322  -3.3170  0.0724
H  -1.6045  -0.9227  -5.1449  0.0835
H  -2.6393  -0.8102  -3.6905  0.0760
H  -1.5239  -2.1603  -3.8739  0.0682

**Charge**: +1
**Multiplicity**: 4
**Frontier orbital gap (alpha / beta)**: 0.2036 / 0.2575 hartree
**F_max**: 2.7 eV Å⁻¹
**⟨S²⟩**: 3.781
**Energy relative to the best compared isomer or geometry (same formula, charge and spin)**: 8.66 kcal/mol
**Energy**: -87424.1403 eV
**Lowest unoccupied orbital energy (alpha / beta)**: -0.10449 / -0.10465 Ha



Computed, not measured: a 4-piece molecular cluster, C16H40O8 overall, with the ωB97M-V functional and the def2-TZVPD basis.

Each line ends with the Löwdin charge.
Geometry (Å):
C  28.3103  11.8491  -34.3140  -0.1002
O  29.4048  11.3527  -33.5338  -0.1903
C  28.8650  11.0722  -32.2584  -0.2257
C  29.8909  10.4387  -31.3241  -0.1974
O  30.9192  11.3046  -30.9132  -0.1989
C  30.6056  12.1621  -29.8173  -0.0819
H  28.6583  12.1473  -35.2980  0.0955
H  27.8706  12.6534  -33.7186  0.0726
H  27.4831  11.1428  -34.4080  0.0688
H  28.0009  10.3925  -32.2622  0.1242
H  28.4302  11.9838  -31.8227  0.1212
H  30.3045  9.5975  -31.8840  0.1254
H  29.3483  10.0547  -30.4520  0.1266
H  29.6005  12.5839  -29.8375  0.0859
H  31.3706  12.9311  -29.9479  0.0837
H  30.8170  11.6437  -28.8770  0.0877
C  21.7744  10.4007  -34.2398  -0.0784
O  22.9123  9.6873  -34.7368  -0.1748
C  24.1376  10.3460  -34.6338  -0.2068
C  24.6027  10.6702  -33.1709  -0.1851
O  25.5372  11.7347  -33.0783  -0.2143
C  24.9213  12.9994  -33.1872  -0.1193
H  21.4718  11.2054  -34.9028  0.0931
H  21.9429  10.6314  -33.1851  0.0708
H  21.0397  9.5996  -34.1200  0.0927
H  24.3026  11.2498  -35.2385  0.1224
H  24.9026  9.6825  -35.0410  0.1081
H  25.2207  9.8234  -32.8676  0.1190
H  23.7594  10.7502  -32.4875  0.1045
H  25.6054  13.6861  -32.6740  0.0867
H  23.9085  13.1105  -32.7984  0.0915
H  24.9173  13.4877  -34.1735  0.0864
C  27.5656  7.5973  -35.4550  -0.1195
O  27.9190  7.1041  -36.7165  -0.1544
C  29.0583  7.7249  -37.2612  -0.2165
C  30.4130  7.2474  -36.7484  -0.2022
O  30.6425  7.6320  -35.4038  -0.2054
C  30.7864  9.0375  -35.2370  -0.0941
H  28.3460  7.5415  -34.6909  0.0841
H  26.7013  7.0736  -35.0432  0.0900
H  27.2559  8.6534  -35.5164  0.0745
H  28.9117  8.8080  -37.3214  0.1230
H  29.0699  7.4134  -38.3142  0.1257
H  31.2703  7.4761  -37.3951  0.1231
H  30.4568  6.1548  -36.7830  0.1281
H  29.8336  9.4459  -34.9012  0.0620
H  31.2809  9.4735  -36.1066  0.0981
H  31.4476  9.2140  -34.3834  0.0879
C  35.7952  14.5699  -32.3518  -0.1061
O  34.5652  14.4501  -33.0412  -0.1906
C  33.5917  13.7093  -32.3383  -0.2132
C  32.3846  13.5209  -33.2418  -0.2046
O  31.8763  14.8130  -33.5173  -0.1813
C  30.7410  14.7365  -34.3772  -0.0897
H  36.5682  14.8146  -33.0732  0.0850
H  36.0879  13.6227  -31.8873  0.0822
H  35.6562  15.3295  -31.5811  0.0872
H  33.4001  14.2208  -31.3886  0.1248
H  33.9908  12.7064  -32.1296  0.1254
H  31.6315  12.8385  -32.8334  0.1039
H  32.6966  13.0492  -34.1839  0.1302
H  29.9891  14.1157  -33.8790  0.0679
H  30.9916  14.3235  -35.3549  0.0912
H  30.3676  15.7582  -34.3744  0.0893

**Frontier orbital gap**: 0.3606 hartree
**F_max**: 2.0 eV Å⁻¹
**Energy relative to the best compared isomer or geometry (same formula, charge and spin)**: 107.91 kcal/mol
**Energy**: -33614.4013 eV
**Lowest unoccupied orbital energy**: 0.02193 Ha
**Structure (SMILES)**: COCCOC.COCCOC.COCCOC.COCCOC



> Look up the energy of the first one.

-70753.4181 eV



> What is the formula in the second record?

C16H40GeN5O2Re